Entry 1:
A structure of composition C44H38FeN7O6Te at a distorted geometry, computed with ωB97M-V/def2-TZVPD.

Last column: Löwdin charge in e.
Geometry (Å):
1 Fe -0.679 -1.653 1.381  0.902
2 O -2.181 1.393 4.348  0.168
3 C -1.782 0.377 3.601  -0.431
4 O -1.551 0.482 2.393  -0.092
5 C -1.688 -0.913 4.337  -0.181
6 C -2.052 -1.112 5.651  0.037
7 C -2.022 -2.422 6.138  0.004
8 C -1.650 -3.457 5.301  0.063
9 C -1.302 -3.151 3.986  -0.135
10 N -1.311 -1.911 3.548  0.116
11 C -0.918 -4.167 2.911  -0.588
12 O -0.646 -5.302 3.242  0.096
13 O -0.936 -3.621 1.747  -0.114
14 H -2.285 2.195 3.829  0.121
15 H -2.362 -0.283 6.274  0.129
16 H -2.310 -2.621 7.162  0.126
17 H -1.632 -4.492 5.617  0.138
18 C 1.389 -2.541 -1.413  0.039
19 C 0.001 -2.067 -1.663  -0.296
20 N -0.892 -1.725 -0.755  0.045
21 C -2.052 -1.378 -1.437  -0.137
22 C -1.848 -1.503 -2.765  -0.035
23 N -0.548 -1.946 -2.897  0.004
24 C 0.140 -2.098 -4.168  -0.043
25 N 0.705 -0.847 -4.602  -0.049
26 N -0.132 0.178 -4.921  0.068
27 N 0.567 1.214 -5.200  0.085
28 C 1.910 0.888 -5.067  -0.259
29 C 3.056 1.668 -5.250  -0.007
30 C 4.271 1.067 -5.006  -0.065
31 C 4.357 -0.285 -4.611  -0.071
32 C 3.236 -1.065 -4.431  -0.020
33 C 2.006 -0.442 -4.667  -0.196
34 H 1.540 -2.626 -0.341  0.059
35 H 2.124 -1.839 -1.813  0.069
36 H 1.553 -3.521 -1.869  0.105
37 H -2.952 -1.094 -0.914  0.042
38 H -2.485 -1.323 -3.616  0.129
39 H -0.577 -2.444 -4.903  0.147
40 H 0.938 -2.824 -4.077  0.137
41 H 2.975 2.698 -5.577  0.123
42 H 5.184 1.636 -5.129  0.112
43 H 5.337 -0.722 -4.459  0.114
44 H 3.318 -2.108 -4.142  0.113
45 Te -3.654 1.357 0.457  1.776
46 C -2.559 3.052 -0.068  -0.489
47 C -1.817 3.738 0.898  -0.146
48 C -1.113 4.872 0.537  -0.049
49 C -1.135 5.312 -0.785  -0.025
50 C -1.868 4.619 -1.745  -0.041
51 C -2.587 3.491 -1.394  -0.109
52 C -5.367 1.880 -0.641  -0.519
53 C -6.335 2.619 0.031  -0.132
54 C -7.497 2.968 -0.643  -0.049
55 C -7.679 2.577 -1.965  -0.038
56 C -6.701 1.842 -2.623  -0.050
57 C -5.536 1.479 -1.962  -0.135
58 H -1.792 3.396 1.923  0.080
59 H -0.559 5.424 1.287  0.121
60 H -0.589 6.204 -1.064  0.124
61 H -1.890 4.968 -2.770  0.125
62 H -3.167 2.964 -2.142  0.102
63 H -6.195 2.924 1.063  0.102
64 H -8.259 3.541 -0.130  0.121
65 H -8.592 2.844 -2.483  0.122
66 H -6.846 1.541 -3.653  0.121
67 H -4.783 0.890 -2.474  0.101
68 C 5.361 -0.575 0.386  -0.023
69 O 4.193 -0.133 1.081  -0.063
70 C 3.186 0.403 0.378  -0.222
71 C 3.196 0.550 -1.006  0.002
72 C 2.126 1.135 -1.667  -0.047
73 C 1.020 1.578 -0.956  -0.057
74 C 1.015 1.446 0.425  -0.030
75 C 2.084 0.877 1.100  -0.160
76 N 2.068 0.941 2.531  0.141
77 C 2.560 0.122 3.452  0.017
78 C 2.848 -1.237 3.345  -0.145
79 C 3.784 -1.795 4.264  -0.023
80 C 4.188 -3.086 4.149  -0.065
81 C 3.619 -3.899 3.139  -0.022
82 C 2.654 -3.424 2.293  0.010
83 C 2.223 -2.081 2.369  -0.323
84 O 1.259 -1.654 1.631  -0.155
85 H 5.959 -1.098 1.124  0.102
86 H 5.921 0.271 -0.013  0.107
87 H 5.105 -1.264 -0.419  0.096
88 H 4.062 0.236 -1.574  0.105
89 H 2.167 1.256 -2.744  0.088
90 H 0.185 2.049 -1.464  0.101
91 H 0.166 1.798 1.008  0.086
92 H 1.743 1.831 2.872  0.159
93 H 2.744 0.595 4.414  0.152
94 H 4.218 -1.156 5.027  0.124
95 H 4.932 -3.492 4.820  0.114
96 H 3.943 -4.930 3.046  0.122
97 H 2.179 -4.064 1.559  0.125

Output
Strongest force on any atom in eV Å⁻¹: 1.334
Energy above the lowest of the compared OMol25 structures with the same formula, charge and spin in kJ/mol: 84.70
Kohn-Sham gap (spin up / spin down) in eV: 7.26 / 3.89
Molecular weight in g/mol: 944.3
Charge: +2
Calculated total energy in eV: -110627.4175
Multiplicity: 6

---

Entry 2:
A structure of composition C44H39Cl2InN7O5S3 at a distorted geometry, computed with ωB97M-V/def2-TZVPD.

Last column: Löwdin charge in e.
Geometry (Å):
1 In -0.587 0.212 -0.114  0.897
2 N -1.128 -3.932 2.771  0.174
3 C -2.135 -3.145 3.275  -0.188
4 C -2.959 -3.256 4.383  -0.040
5 C -3.874 -2.240 4.583  -0.102
6 C -3.968 -1.152 3.711  -0.073
7 C -3.165 -1.039 2.597  0.024
8 C -2.235 -2.052 2.380  -0.208
9 N -1.315 -2.199 1.380  0.153
10 C -0.669 -3.305 1.635  -0.264
11 C 0.454 -3.786 0.871  -0.337
12 C 1.378 -4.704 1.293  -0.356
13 S 2.645 -4.852 0.152  1.017
14 C 1.815 -3.693 -0.842  -0.453
15 N 0.724 -3.248 -0.351  0.058
16 H -0.764 -4.778 3.175  0.154
17 H -2.887 -4.093 5.063  0.099
18 H -4.531 -2.288 5.440  0.095
19 H -4.700 -0.386 3.916  0.105
20 H -3.236 -0.214 1.906  0.111
21 H 1.412 -5.254 2.211  0.065
22 H 2.212 -3.404 -1.795  0.073
23 N -1.500 -1.784 -1.959  -0.035
24 N -2.905 -1.671 -2.001  -0.035
25 C -3.562 -0.740 -1.134  -0.786
26 O -4.753 -0.958 -0.955  -0.008
27 O -2.874 0.213 -0.696  -0.183
28 H -1.176 -2.130 -2.860  0.071
29 H -1.178 -2.424 -1.228  0.022
30 H -3.421 -2.548 -2.044  0.117
31 Cl 2.818 3.396 -1.836  0.743
32 C 3.188 3.676 -0.172  -0.598
33 C 4.506 3.794 0.242  -0.111
34 C 4.785 3.983 1.584  -0.104
35 C 3.758 4.080 2.507  -0.118
36 C 2.443 3.985 2.083  -0.577
37 Cl 1.146 4.158 3.216  0.780
38 C 2.125 3.768 0.734  -0.335
39 N 0.804 3.631 0.307  0.067
40 C 0.095 4.755 -0.098  -0.212
41 C 0.759 5.939 -0.419  -0.035
42 C 0.057 7.076 -0.784  -0.108
43 C -1.323 7.043 -0.844  -0.123
44 C -1.987 5.864 -0.541  -0.071
45 C -1.314 4.708 -0.168  -0.157
46 C -2.086 3.478 0.164  -0.056
47 C -1.879 2.970 1.636  -0.691
48 O -2.624 3.380 2.509  0.017
49 O -0.915 2.157 1.787  -0.229
50 H 5.298 3.723 -0.485  0.102
51 H 5.811 4.057 1.911  0.103
52 H 3.964 4.250 3.552  0.101
53 H 0.231 2.992 0.897  0.056
54 H 1.837 5.986 -0.340  0.104
55 H 0.591 7.994 -0.992  0.094
56 H -1.886 7.931 -1.099  0.092
57 H -3.068 5.838 -0.572  0.111
58 H -1.788 2.642 -0.474  0.051
59 H -3.154 3.662 0.045  0.123
60 S -0.208 2.118 -3.055  0.655
61 C -1.376 3.136 -3.558  -1.138
62 N -1.282 4.481 -3.539  -0.055
63 C -2.445 5.250 -3.911  -0.241
64 C -3.313 4.340 -4.773  -0.421
65 S -2.885 2.622 -4.295  0.931
66 H -0.605 4.896 -2.912  0.119
67 H -2.125 6.135 -4.472  0.119
68 H -2.988 5.584 -3.018  0.102
69 H -3.084 4.445 -5.834  0.066
70 H -4.377 4.498 -4.616  0.070
71 C 2.397 1.138 -6.343  -0.100
72 C 1.276 0.365 -6.093  -0.091
73 C 1.114 -0.241 -4.863  -0.086
74 C 2.072 -0.081 -3.862  -0.273
75 C 3.202 0.691 -4.126  -0.060
76 C 3.358 1.297 -5.357  -0.091
77 C 1.873 -0.744 -2.583  -0.086
78 C 2.702 -0.754 -1.579  0.025
79 C 3.486 -0.790 -0.527  -0.179
80 C 3.189 0.112 0.652  -0.186
81 C 4.419 0.432 1.448  -0.033
82 C 5.488 -0.370 1.420  -0.082
83 C 5.548 -1.508 0.536  -0.082
84 C 4.606 -1.698 -0.403  -0.051
85 H 2.517 1.629 -7.299  0.094
86 H 0.519 0.243 -6.857  0.102
87 H 0.229 -0.826 -4.658  0.106
88 H 3.949 0.823 -3.356  0.103
89 H 4.233 1.904 -5.547  0.099
90 H 0.928 -1.268 -2.474  0.076
91 H 2.667 1.017 0.330  0.124
92 H 4.379 1.306 2.084  0.100
93 H 6.351 -0.164 2.039  0.099
94 H 6.393 -2.174 0.622  0.096
95 H 4.693 -2.496 -1.127  0.108
96 C 1.655 0.266 2.698  -0.002
97 C 2.285 -0.612 1.662  -0.422
98 O 2.174 -1.816 1.669  0.085
99 H 1.912 -0.099 3.691  0.100
100 H 0.571 0.203 2.599  0.056
101 H 1.929 1.309 2.588  0.059

Output
Strongest force on any atom in eV Å⁻¹: 1.800
Energy above the lowest of the compared OMol25 structures with the same formula, charge and spin in kJ/mol: 0.00
Kohn-Sham gap in eV: 6.60
Molecular weight in g/mol: 1027.8
Charge: -1
Calculated total energy in eV: -129656.7234

---

What is the charge in the first record?
+2

---

Which of these has the lowest molecular weight?
C44H38FeN7O6Te